14
Properties=species:S:1:pos:R:3:forces:R:3:mulliken_charge:R:1 method="wB97M-V/def2-TZVPD" e_above_lowest_kcal_mol=165.43 lumo_ev="0.202 / 0.168" largest_force_ev_per_a=2.774 homo_lumo_gap_ev="8.800 / 8.845"
O 2.337 -1.560 0.273 0.487 -0.772 0.372 -0.624
O 2.180 0.877 -0.801 -0.203 -0.335 0.143 -0.700
O -1.426 -1.947 -0.704 -0.299 -1.697 -0.453 -0.437
N 1.398 -0.803 0.497 1.178 1.739 -1.812 0.318
N 1.298 0.380 -0.073 1.396 -1.750 0.369 0.749
C 0.100 1.075 0.250 -0.294 0.734 -0.117 -0.638
C -1.092 0.179 0.281 -1.792 0.084 -0.020 -0.522
C -1.247 -0.792 -0.875 0.899 0.370 2.506 -0.007
H -1.220 -0.242 1.304 -0.417 -0.078 -0.952 0.371
H 0.294 1.595 1.169 -0.346 0.464 0.522 0.259
H 0.620 -0.968 1.093 -0.730 -0.918 0.834 0.172
H -1.307 -0.254 -1.779 0.039 0.362 -2.056 0.402
H 0.088 1.769 -0.539 -0.477 1.207 -0.862 0.404
H -2.023 0.691 -0.097 0.556 0.591 1.526 0.253

***

101
Properties=species:S:1:pos:R:3:forces:R:3:mulliken_charge:R:1 method="wB97M-V/def2-TZVPD" lumo_ev=-2.021 largest_force_ev_per_a=3.465 homo_lumo_gap_ev=6.829
O -4.230 -7.370 -6.131 0.030 0.182 0.007 -0.547
O -3.744 -6.501 -0.558 0.171 2.095 2.604 -0.648
O -4.827 -6.770 1.397 0.590 1.366 0.292 -0.617
O -3.101 2.369 -0.500 -0.286 0.111 -0.209 -0.620
O -4.133 1.672 -5.651 0.029 0.056 0.124 -0.562
O 4.673 0.161 8.761 -0.046 -0.009 -0.160 -0.541
O -4.792 3.245 6.219 0.086 0.022 -0.124 -0.551
O 2.483 2.288 -1.475 0.099 -0.017 -0.224 -0.469
O 0.508 -4.110 3.439 0.016 0.833 -0.954 -0.436
O 5.580 -3.341 -2.950 0.001 0.151 -0.015 -0.550
O 4.644 6.176 -4.358 -0.083 -0.114 0.055 -0.572
O 2.846 3.271 1.434 -0.074 -0.102 0.209 -0.707
O -3.563 -2.596 -3.925 0.003 -0.079 -0.068 -0.461
O -1.037 -0.332 1.208 0.187 0.105 0.031 -0.548
O 5.833 1.947 -3.161 -0.045 -0.088 -0.003 -0.520
O 1.093 -3.115 1.483 -1.078 -0.837 0.241 -0.452
O 3.208 -0.514 3.714 0.494 -0.673 0.932 -0.401
O -1.848 4.542 2.011 -0.053 0.024 0.114 -0.496
N -4.195 -3.799 1.636 1.914 0.313 0.274 0.029
C -0.304 1.829 0.652 -0.032 0.174 -0.137 -0.029
C -4.021 3.164 -3.836 0.000 0.166 0.157 -0.421
C 2.117 1.105 1.994 -0.230 0.491 -0.511 -0.813
C -3.066 2.635 4.742 0.176 -0.072 -0.152 -0.406
C 5.777 0.734 -3.114 0.006 0.189 0.037 0.404
C 6.285 -0.104 -4.223 0.051 -0.172 -0.116 -0.438
C 3.432 4.161 -4.337 -0.156 -0.195 -0.024 -0.315
C 3.961 0.968 5.382 0.055 0.138 0.059 -0.260
C 3.551 -1.489 5.828 -0.019 -0.113 0.159 -0.540
C -3.710 -2.621 2.207 2.710 -0.651 0.290 -0.507
C -2.523 4.245 2.975 0.143 0.067 -0.259 0.354
C 5.130 -1.290 -1.890 -0.041 0.184 0.083 -0.422
C 1.142 0.200 1.938 -0.012 -0.038 0.094 0.127
C 3.544 -0.359 4.874 -0.019 -0.143 -0.084 0.535
C 1.955 2.444 1.381 -0.092 0.115 -0.194 -0.033
C -2.284 -2.480 2.472 -1.365 -1.807 -0.699 -0.385
C -4.117 3.543 5.255 -0.171 -0.052 0.230 0.281
C 4.148 5.286 -3.696 0.180 0.218 -0.103 0.255
C -3.471 0.702 -3.613 0.081 -0.143 0.068 -0.332
C 4.331 1.138 6.650 -0.035 0.116 -0.206 -0.457
C -4.056 -6.156 0.641 -0.558 -2.134 -2.142 0.085
C -3.805 -5.079 -6.451 0.045 0.220 -0.073 -0.395
C -0.141 0.495 1.263 0.068 0.137 -0.167 0.128
C -3.213 0.879 -2.318 0.000 -0.065 -0.095 -0.452
C -3.395 -4.869 1.282 1.697 0.174 -0.074 0.201
C 5.637 -2.129 -2.999 -0.024 -0.277 0.034 0.356
C -3.639 -3.879 -5.898 0.016 -0.032 -0.186 -0.329
C 0.670 2.736 0.705 -0.082 -0.036 0.034 -0.503
C -2.327 2.960 3.683 -0.045 -0.179 0.166 -0.043
C -3.574 5.154 3.488 -0.179 0.052 0.146 -0.427
C -3.339 2.211 -1.683 0.004 -0.133 0.115 0.406
C 5.195 0.039 -1.943 -0.071 -0.125 0.158 -0.238
C 2.980 3.182 -2.137 0.045 -0.082 0.071 0.349
C -4.313 4.828 4.547 0.052 0.158 -0.170 -0.425
C -1.387 -3.608 2.128 -1.341 -0.633 -1.541 1.156
C 2.890 3.184 -3.613 -0.027 0.063 -0.189 -0.436
C -3.896 1.832 -4.472 -0.032 -0.070 -0.179 0.300
C -3.988 -4.891 -3.605 -0.036 0.016 0.090 -0.366
C -3.763 3.339 -2.541 -0.059 0.133 -0.148 -0.491
C 4.238 5.285 -2.219 -0.087 -0.122 0.140 -0.477
C -3.717 -3.694 -4.431 -0.011 0.009 0.124 0.341
C 3.921 -1.320 7.097 -0.077 -0.146 -0.155 -0.357
C 0.173 -3.612 2.396 -0.767 -0.700 0.829 -0.011
C -4.155 -6.091 -4.157 -0.012 0.031 0.157 -0.379
C -4.077 -6.278 -5.624 -0.045 -0.278 -0.009 0.340
C 4.338 0.007 7.606 0.084 0.015 0.290 0.256
C 3.696 4.307 -1.495 0.133 0.187 0.084 -0.201
C 6.219 -1.433 -4.170 0.064 0.182 -0.129 -0.396
C -1.929 -4.828 1.504 -1.739 2.763 1.161 -0.213
H 3.752 4.289 -0.414 -0.049 -0.047 -0.008 0.499
H 0.568 3.718 0.261 -0.014 0.004 0.044 0.606
H -4.440 -1.818 2.462 0.693 -0.909 -0.374 0.394
H -3.383 -0.265 -4.093 -0.035 0.001 0.033 0.623
H -5.202 -3.850 1.455 0.523 -0.344 0.066 0.299
H -4.332 3.979 -4.479 -0.001 -0.031 -0.025 0.411
H 4.707 -1.814 -1.042 0.018 -0.027 -0.021 0.494
H -3.704 6.088 2.957 0.038 -0.020 -0.027 0.426
H 3.242 -2.452 5.440 -0.010 0.028 -0.044 0.457
H 3.376 4.178 -5.418 0.034 0.035 0.007 0.434
H 3.933 -2.135 7.809 0.018 0.034 0.024 0.417
H 4.640 2.100 7.038 0.002 -0.029 0.035 0.427
H -4.043 -4.738 -2.534 0.045 -0.120 0.017 0.428
H 4.764 6.115 -1.766 0.011 0.000 -0.044 0.438
H 6.707 0.421 -5.071 -0.010 0.035 0.029 0.427
H -1.290 -5.704 1.238 -0.849 0.943 0.187 0.442
H 2.364 2.353 -4.066 -0.003 -0.016 0.040 0.495
H 4.829 0.668 -1.141 -0.017 0.034 -0.035 0.475
H -1.253 2.021 0.163 0.184 -0.053 0.182 0.534
H -1.876 -1.542 2.920 -0.584 -1.158 -0.583 0.323
H -5.085 5.481 4.935 -0.002 -0.043 0.034 0.405
H -1.555 2.307 3.295 0.006 0.044 -0.043 0.410
H -4.353 -6.976 -3.566 0.026 0.029 0.039 0.503
H -3.751 -5.234 -7.522 -0.010 -0.037 0.012 0.404
H 1.242 -0.782 2.379 0.074 0.031 -0.035 0.405
H -3.440 -2.993 -6.488 -0.005 0.017 0.030 0.429
H -2.936 1.700 5.273 -0.036 0.023 0.041 0.454
H -2.902 0.065 -1.674 0.010 0.017 0.019 0.644
H 3.055 0.909 2.478 -0.051 0.133 -0.205 0.905
H 6.584 -2.063 -4.972 -0.015 -0.034 0.031 0.408
H 3.949 1.784 4.669 0.004 0.000 -0.006 0.474
H -3.850 4.305 -2.059 0.019 -0.020 0.036 0.443
H 1.161 -3.720 0.714 -0.214 0.546 0.382 0.360

***

17
Properties=species:S:1:pos:R:3:forces:R:3:mulliken_charge:R:1 method="wB97M-V/def2-TZVPD" charge=-1 e_above_lowest_kcal_mol=0.00 lumo_ev=1.214 largest_force_ev_per_a=2.496 homo_lumo_gap_ev=3.383
Cs 2.074 -0.322 -2.249 -0.180 0.025 1.737 0.955
O 0.813 0.019 0.517 -0.137 -0.726 -1.367 -0.700
O 3.422 0.582 0.970 0.387 0.924 -0.514 -0.386
O 3.175 -1.551 1.832 0.201 -0.141 -0.064 -0.910
O -0.195 -4.869 0.744 -0.437 1.060 0.375 -0.341
O 0.521 -3.739 -1.134 -0.672 0.798 0.976 -0.405
O 3.144 0.262 3.199 0.263 0.782 0.728 -0.440
O 0.376 -0.261 2.688 0.090 -0.578 -0.125 -0.724
C 3.154 1.656 2.999 -0.185 -0.270 0.099 -0.454
C 0.109 -4.155 -0.118 1.209 -1.672 -1.335 0.749
C 1.143 -0.253 1.714 1.168 2.015 0.780 0.239
C 2.765 -0.355 1.981 -1.571 -1.620 -1.066 0.792
C 3.750 1.804 1.594 -0.188 -0.650 -0.223 -0.351
H 3.325 2.657 1.046 0.011 0.059 0.061 0.210
H 3.761 2.127 3.780 -0.065 -0.057 -0.064 0.294
H 4.845 1.914 1.628 -0.031 0.106 0.065 0.245
H 2.129 2.063 3.046 0.139 -0.054 -0.062 0.229